# CH5FP2

2 unconnected molecules or ions with the total composition CH5FP2 at a distorted geometry (ωB97M-V/def2-TZVPD, OMol25).

XYZ file:
```
9
Properties=species:S:1:pos:R:3
H 2.13 0.50 1.39
H -0.13 1.03 -2.20
H -0.83 -1.66 0.22
P 1.59 -0.19 0.12
H -2.07 -0.48 -0.90
H 1.09 -1.36 0.83
P -1.46 -0.42 0.30
F -0.25 1.90 0.32
C -0.07 0.68 -0.08
```

Output
- DFT total energy (a.u.) = -823.4558
- HOMO (alpha / beta) (eV) = -8.366 / -9.375
- energy relative to the best compared isomer or geometry (same formula, charge and spin) (kJ/mol) = 534.2
- LUMO energy (alpha / beta) (Eh) = -0.0177 / -0.0159



# C27H75FN12O7P4

5 unconnected molecules or ions with the total composition C27H75FN12O7P4 at a distorted geometry (ωB97M-V/def2-TZVPD, OMol25).

XYZ file:
```
126
Properties=species:S:1:pos:R:3
H -0.82 0.21 4.58
P 6.03 -1.80 -3.49
H -3.85 6.15 -3.20
H 5.09 -1.19 -0.61
H -1.26 -1.33 -1.20
H -5.79 -0.57 3.03
N 2.50 0.45 5.71
H -2.06 -5.18 -0.48
H -4.93 -3.35 -1.94
P -2.71 2.98 -1.60
H -3.72 -1.33 3.99
C 2.66 3.51 6.09
C 5.05 0.82 -3.13
H 4.30 0.25 6.97
H -2.16 5.76 -2.71
C -3.31 -1.30 2.98
H -1.63 -3.42 -0.79
H -3.76 -4.30 2.72
H 3.91 -1.86 -6.55
O 1.07 -2.44 -4.15
H 3.71 -1.56 -1.41
H 5.67 1.48 -2.52
C 0.99 0.33 2.24
H -5.56 -5.32 1.09
H 3.88 -1.20 6.14
H -2.81 0.77 0.09
C 8.09 0.02 -3.87
H 1.47 0.97 1.50
C 4.38 -0.71 -1.29
H -1.02 4.00 0.87
H 8.37 -1.02 -6.19
C -0.39 1.08 4.10
H -2.37 3.90 2.02
H 0.75 -0.56 6.52
H 5.61 0.87 -4.07
N 5.17 -0.56 -2.56
H 0.79 4.67 4.65
C 4.38 -1.37 -5.70
C -3.15 5.36 -2.91
P 2.39 1.45 4.26
H 3.57 4.04 5.79
H 8.57 -2.29 -5.03
C -1.88 -4.19 -0.06
H -0.11 -1.24 -0.04
H -0.44 0.77 -1.83
C 7.81 -1.67 -5.52
C -3.04 -4.68 1.99
H 5.22 -0.85 -6.15
H -2.82 -0.36 2.72
H -2.52 -2.04 2.82
H 3.49 -3.62 -5.32
C 1.42 4.03 4.04
C -5.53 -0.71 1.98
O 0.58 -2.22 -1.86
H -2.93 4.85 -3.85
H 0.80 1.16 6.63
H -7.08 -4.60 0.72
H -5.64 1.20 -2.65
C -0.18 -1.24 -1.13
H 7.13 -2.33 -6.06
C 4.07 -3.39 -4.43
H -6.33 -3.88 2.01
N -3.70 1.77 -2.21
H 0.76 3.64 3.26
N 2.05 3.03 4.90
H -3.34 -0.11 -3.00
H 8.48 0.70 -4.63
O -1.29 2.88 -2.09
H 4.76 -4.19 -4.16
H 3.29 -3.26 -3.67
P -4.01 -2.50 0.55
H -1.45 1.31 0.90
O 0.75 -0.37 -3.08
O -3.74 -1.54 -0.58
N -2.68 2.84 0.13
H -2.10 -4.80 2.53
C 0.86 -1.79 -3.06
H -2.95 1.47 1.77
C -5.05 1.64 -1.85
C -2.51 1.56 0.78
H 2.96 2.75 6.81
H -5.51 2.58 -1.55
H 3.62 -0.62 -5.45
H -1.10 1.57 3.43
C 0.35 0.02 -1.78
N 4.78 -2.24 -4.65
H -0.93 -4.26 0.46
H 1.77 0.15 7.76
O 3.64 1.29 3.39
F 1.43 0.39 -1.18
C -2.10 3.93 0.97
O 6.56 -2.96 -2.64
H -3.74 1.31 -4.15
H -2.41 4.89 0.56
C 1.42 0.27 6.74
H 4.02 1.16 -3.21
N -4.37 -1.67 2.01
H -6.46 -1.14 1.60
N 7.22 -1.01 -4.45
N 0.98 0.88 3.55
C -5.58 -3.91 -1.26
H -5.11 0.92 -1.04
H 7.69 0.63 -3.06
N -3.58 4.42 -1.92
C -4.61 5.00 -1.02
H -0.05 0.29 1.92
H -2.15 1.16 -3.48
H 8.93 -0.37 -3.30
H -3.41 -5.67 1.72
H 2.24 4.58 3.58
H -6.59 -3.85 -1.66
H -4.71 4.38 -0.13
N -2.88 -3.72 0.91
C -3.20 0.92 -3.29
H -5.27 -4.96 -1.31
H 4.00 0.28 -1.03
H -5.60 5.07 -1.46
H -5.31 0.25 1.52
N -5.41 -3.44 0.17
C -6.07 -4.36 1.07
H -0.24 1.78 4.92
H 4.54 0.16 5.27
H -4.34 5.93 -0.53
H 1.44 -0.66 2.21
H 2.05 4.32 6.50
C 3.84 -0.11 6.05
```

Output
- DFT total energy (a.u.) = -3722.8273
- HOMO (eV) = -7.281
- SMILES = CN(C)P(=O)(N(C)C)N(C)C.CN(C)P(=O)(N(C)C)N(C)C.CN(C)P(=O)(N(C)C)N(C)C.CN(C)P(=O)(N(C)C)N(C)C.O=C1OC[C@@H](F)O1
- energy relative to the best compared isomer or geometry (same formula, charge and spin) (kJ/mol) = 348.9
- LUMO energy (Eh) = 0.0106



# C26H18BrCl57NO2S

15 unconnected molecules or ions with the total composition C26H18BrCl57NO2S at a distorted geometry (ωB97M-V/def2-TZVPD, OMol25).

XYZ file:
```
106
Properties=species:S:1:pos:R:3
Cl -1.60 -5.04 -4.31
Br 1.60 -2.61 -1.42
Cl 8.56 -7.29 7.28
Cl 1.01 1.54 4.81
C 5.83 -1.55 7.04
Cl 10.47 -10.07 7.87
O -8.12 2.52 -2.73
Cl 5.14 -9.35 12.03
N -0.37 -1.86 -4.08
Cl 7.77 -4.78 6.10
H -1.17 -2.67 -5.82
H -4.57 -3.21 -2.48
S -7.43 1.39 -2.19
C 9.44 -11.11 8.87
C -1.64 8.25 -7.09
Cl 1.06 6.90 3.46
H -4.20 -1.96 -1.27
H 0.54 -1.79 -4.52
Cl 6.61 -11.82 12.06
Cl 10.10 -6.16 5.13
H -5.16 0.09 -1.38
C -1.74 -1.57 -2.21
Cl -5.56 4.16 4.11
Cl -0.12 -6.95 -5.89
Cl -2.64 11.46 -11.40
C -2.92 3.77 -4.60
Cl -6.02 6.64 2.12
Cl 4.73 1.24 -4.39
C 1.18 5.20 3.04
Cl 3.75 -2.76 2.23
C 9.14 -5.79 6.56
C -1.15 -6.77 -4.47
Cl -2.60 2.03 -4.42
H 1.80 -0.49 -3.94
C -0.46 0.75 5.37
Cl 8.29 -10.10 9.76
Cl -8.06 5.12 0.78
Cl 3.68 3.68 -5.51
Cl -1.16 8.76 -5.47
Cl -4.11 1.73 4.57
C -2.64 -2.47 -4.25
Cl -4.05 4.01 -5.94
C -4.21 -2.20 -2.33
Cl 8.55 -12.23 7.84
C 1.72 -0.18 -2.89
Cl 2.65 -1.58 4.63
Cl 6.90 -2.24 8.25
C -6.53 5.95 0.57
Cl -6.86 1.95 5.43
H -4.87 -1.12 -4.12
Cl 6.08 3.74 -3.91
C -2.83 -2.06 -2.92
C -0.49 -1.47 -2.81
H 1.92 1.76 -1.95
H 0.45 -0.41 -1.17
H 0.41 1.59 -2.96
Cl 4.16 -1.98 7.42
H -3.44 -2.89 -4.85
Cl 3.90 -11.76 13.04
Cl -6.71 7.25 -0.61
Cl -2.61 -7.73 -4.65
H -1.89 -1.28 -1.17
Cl 5.99 0.21 7.06
Cl 2.66 4.52 3.73
C -5.91 1.19 -3.13
Cl -2.98 13.39 -9.27
C -5.15 -1.21 -3.07
C -5.34 2.82 5.23
Cl -1.47 1.94 6.19
Cl 1.58 -0.85 2.05
Cl -4.80 3.43 6.80
C 5.41 -10.85 12.92
Cl -1.41 4.61 -4.93
Cl 6.14 2.56 -6.54
H -6.21 0.79 -4.10
Cl -0.21 7.74 -7.99
C 0.71 -0.97 -2.06
H -3.93 0.51 -2.64
C 2.27 -2.18 3.01
Cl 10.14 -4.92 7.73
Cl -3.64 4.39 -3.11
Cl 10.44 -12.01 10.01
H -5.48 2.18 -3.23
C 5.17 2.81 -5.09
Cl -0.27 -7.26 -3.03
Cl -2.43 9.58 -7.92
Cl -8.56 -0.27 -2.61
H -6.18 -1.53 -3.03
C -4.96 0.19 -2.45
C -1.85 12.73 -10.46
Cl -1.32 14.02 -11.55
H 2.70 -0.36 -2.46
C 1.47 1.34 -2.85
Cl 6.00 -10.47 14.54
Cl -2.76 6.88 -6.95
Cl -1.33 0.09 3.96
H 2.00 1.78 -3.69
C -1.39 -2.36 -4.81
Cl 1.10 -3.50 3.12
O -7.14 1.39 -0.80
Cl -0.22 4.32 3.66
Cl -5.30 4.80 0.01
Cl 6.23 -2.15 5.42
Cl -0.06 -0.58 6.46
Cl -0.45 12.05 -9.63
Cl 1.24 5.04 1.27
```

Output
- DFT total energy (a.u.) = -30409.4874
- total charge = +1
- HOMO (eV) = -11.903
- energy relative to the best compared isomer or geometry (same formula, charge and spin) (kJ/mol) = 0.0
- LUMO energy (Eh) = -0.1521



# C46H38N7O2P2SV

A molecular structure, C46H38N7O2P2SV at a distorted geometry (ωB97M-V/def2-TZVPD, OMol25).

XYZ file:
```
97
Properties=species:S:1:pos:R:3
H -4.98 1.33 -4.12
O -1.72 -1.47 -0.26
H -4.27 1.83 -1.84
H -3.99 -2.19 3.24
C -2.28 1.05 -2.09
C -0.23 3.21 4.90
C -2.21 -2.71 -0.26
C -3.36 -5.27 -0.16
H -1.12 -0.32 -4.98
H -1.42 -5.97 0.29
H 3.68 -3.40 3.80
C -2.94 2.35 1.82
H 0.07 5.31 4.55
H -2.11 3.03 1.93
C 3.47 -2.34 3.74
C 2.25 -1.91 3.23
H 0.82 4.97 2.22
H -3.80 -6.26 -0.11
N 3.48 0.48 -2.01
H -3.08 3.74 -1.47
C -0.53 5.92 -1.01
N 2.78 0.51 0.09
H -2.51 6.09 -1.82
C 2.28 -0.08 -1.90
C 2.90 0.37 3.60
H 4.51 2.24 0.28
H 1.52 -2.64 2.90
C -3.57 -2.90 -0.53
C -5.02 1.49 2.66
C -3.97 1.08 -3.81
H -4.17 -2.04 -0.78
N 3.69 0.83 -0.75
C 2.16 -4.31 0.30
H 1.75 -0.49 -2.74
C -1.42 -3.83 0.00
H 1.38 5.41 -0.13
C 0.25 1.72 3.05
C -2.10 4.10 -1.17
H 3.00 -4.98 0.38
O 2.55 3.41 0.62
C 4.40 -1.42 4.18
C -1.18 3.22 -0.60
C -1.78 5.43 -1.37
H -0.44 1.10 4.99
C -5.11 0.64 1.56
H -2.34 -0.98 1.91
N 4.84 1.49 -0.33
N 1.81 -0.04 -0.65
H -0.27 6.96 -1.20
H 2.90 -2.26 0.29
H 5.35 -1.75 4.59
H 0.41 -1.13 5.20
S 1.22 2.71 0.63
C -3.57 1.37 -2.51
H -3.46 -2.89 5.56
C -2.10 -1.26 2.92
H -5.95 -0.02 1.45
P -1.59 1.42 -0.43
H 5.25 1.88 -1.18
H 2.70 1.43 3.55
H -0.41 0.19 -2.68
H 0.56 -5.71 0.24
H -5.20 -4.28 -0.68
C 2.09 -2.97 0.23
C 0.58 2.84 2.29
C -3.03 -1.95 3.68
C 4.12 -0.06 4.11
N 0.86 -4.75 0.24
C 0.04 3.75 -0.20
H -3.86 3.01 3.64
C -3.94 2.34 2.79
C -3.10 0.47 -4.70
C 0.53 4.13 2.83
C -3.01 1.50 0.72
H -4.16 -0.04 -0.23
C 0.39 5.08 -0.42
C 0.11 4.32 4.14
C 1.96 -0.55 3.16
C -1.49 -2.04 5.51
H -5.81 1.49 3.41
H -0.56 3.34 5.93
C -0.56 -1.35 4.76
H -3.42 0.24 -5.71
C 0.03 -3.69 0.14
C -0.16 1.94 4.36
H -1.25 -2.34 6.52
C -4.14 -4.16 -0.48
C -2.74 -2.35 4.97
H 4.85 0.67 4.45
P 0.37 -0.02 2.42
C -1.42 0.44 -2.99
C -1.81 0.15 -4.29
N 0.76 -2.57 0.13
V -0.04 -0.64 0.05
C -0.85 -0.94 3.46
C -2.01 -5.10 0.06
C -4.10 0.64 0.60
```

Output
- DFT total energy (a.u.) = -4334.2527
- total charge = +1
- HOMO (alpha / beta) (eV) = -9.847 / -10.312
- 2S+1 = 4
- LUMO energy (alpha / beta) (Eh) = -0.0733 / -0.0744



# C6H6N2O2S

A single C6H6N2O2S molecule at a distorted geometry (ωB97M-V/def2-TZVPD, OMol25).

XYZ file:
```
17
Properties=species:S:1:pos:R:3
H 1.31 -1.16 -2.86
N -1.61 1.83 1.41
C 2.22 -0.55 -1.02
S -2.01 0.83 0.28
C -0.14 -0.26 -1.43
H -0.89 -0.32 -2.20
O -2.74 -1.88 0.70
H 0.48 0.92 1.59
C 1.12 -0.70 -1.87
H 3.22 -0.82 -0.99
H -2.28 2.59 1.47
N -2.12 -1.01 1.28
C 1.96 0.16 0.15
C 0.77 0.54 0.64
H 2.89 0.35 0.69
C -0.34 0.39 -0.26
O -1.81 -0.90 2.42
```

Output
- DFT total energy (a.u.) = -890.2227
- HOMO (alpha / beta) (eV) = -9.193 / -9.194
- energy relative to the best compared isomer or geometry (same formula, charge and spin) (kJ/mol) = 411.6
- LUMO energy (alpha / beta) (Eh) = -0.0222 / -0.0222



# C27H25IrN4O9S2

A molecular structure, C27H25IrN4O9S2 (ωB97M-V/def2-TZVPD, OMol25).

XYZ file:
```
68
Properties=species:S:1:pos:R:3
H 0.55 2.38 0.36
O 0.62 3.33 0.15
C 3.56 1.15 1.26
Ir -0.15 -1.13 0.01
O 3.63 -0.47 -0.94
O 0.44 -0.70 1.87
H -1.79 1.49 1.50
H -0.41 4.43 -4.84
C -0.22 -1.93 -3.07
H -0.08 -3.21 -6.34
C 3.61 1.89 2.41
H 1.31 -4.12 1.43
C -0.31 2.87 -3.40
C -4.21 0.44 0.74
C 0.16 5.16 -2.89
H 0.25 6.19 -3.22
N -0.36 0.21 -2.58
N -0.38 -1.02 -2.09
C 0.43 4.86 -1.58
C -0.05 2.52 -2.04
H -4.90 -0.34 0.43
C 0.35 -4.40 1.00
H 4.31 1.27 0.49
H -3.61 0.75 -0.12
H -0.39 -3.26 3.33
C -0.65 -3.30 1.18
O 0.00 0.84 -0.39
H 0.51 -5.05 -4.53
H 0.00 -5.30 1.52
O 4.68 3.52 3.63
C -1.85 -1.86 2.73
H 0.50 -4.66 -0.05
H 1.40 -2.95 -5.41
N 0.76 0.59 4.36
H -3.96 -0.25 2.75
O 0.24 -0.50 4.50
H -1.56 -3.45 -0.77
H -4.81 1.31 1.04
S 0.22 -3.54 -2.71
C -0.95 -2.84 2.51
N 4.67 2.89 2.59
C -0.15 1.17 -1.62
O 1.72 -1.48 -0.50
C 1.68 0.77 3.23
C 1.53 0.04 2.02
H -3.06 -1.48 -0.43
O 5.44 3.05 1.67
C -3.32 0.01 1.90
C -0.21 4.17 -3.81
C -0.09 -4.15 -4.39
H 2.73 2.27 4.33
H -0.59 2.09 -4.09
H -1.15 -4.40 -4.48
C 2.66 -0.58 -0.22
H -3.00 2.00 2.69
H -2.04 -1.49 3.73
C 2.68 1.71 3.41
C 0.32 -3.05 -5.35
C -2.50 -1.22 1.63
C 0.33 3.55 -1.13
C -1.52 -2.91 0.16
C -2.40 -1.80 0.37
H 0.73 5.62 -0.87
O 0.59 1.53 5.10
S -0.34 -1.48 -4.72
C -2.40 1.16 2.35
C 2.54 0.23 1.05
H -1.74 0.85 3.15
```

Output
- DFT total energy (a.u.) = -2840.3397
- total charge = +1
- HOMO (alpha / beta) (eV) = -11.302 / -11.290
- energy relative to the best compared isomer or geometry (same formula, charge and spin) (kJ/mol) = 0.0
- 2S+1 = 2
- LUMO energy (alpha / beta) (Eh) = -0.1534 / -0.2325



# C15H16BrCuFN5OS

A molecular structure, C15H16BrCuFN5OS at a distorted geometry (ωB97M-V/def2-TZVPD, OMol25).

XYZ file:
```
41
Properties=species:S:1:pos:R:3
H -3.12 -3.09 -3.02
H -1.18 1.33 -1.22
H 0.09 -2.93 0.62
H 2.96 3.48 3.36
C -1.14 2.62 1.91
N 1.97 1.60 1.00
C -1.97 2.81 2.98
Cu 0.25 -0.18 0.05
H -0.83 -5.08 0.01
N 2.72 0.99 1.99
O -2.70 -5.39 -1.95
C 3.87 2.98 3.00
C -1.14 -4.20 -0.54
H 4.67 3.14 3.71
C -2.82 1.27 0.82
H 4.13 3.41 2.04
C -2.39 -3.09 -2.22
C 3.63 1.53 2.89
C -1.52 1.83 0.80
F -4.05 2.40 4.00
C 2.71 -0.36 2.19
N 4.17 0.59 3.58
C -3.68 1.49 1.87
C -3.24 2.23 2.95
C -0.66 1.60 -0.31
C -2.08 -4.28 -1.57
S 1.76 -1.46 1.40
H -3.14 0.68 -0.03
N 3.62 -0.57 3.16
H 3.90 -1.45 3.55
H 1.45 2.39 1.38
N -0.87 -1.83 -0.84
H -4.69 1.10 1.87
H -1.68 3.40 3.84
C -1.74 -1.92 -1.85
H -2.43 -6.17 -1.44
H 2.57 1.92 0.24
Br -2.16 -0.39 -2.87
H 0.11 2.35 -0.48
H -0.18 3.12 1.90
C -0.60 -2.98 -0.20
```

Output
- DFT total energy (a.u.) = -5642.5216
- total charge = +1
- HOMO (alpha / beta) (eV) = -10.643 / -11.460
- 2S+1 = 2
- LUMO energy (alpha / beta) (Eh) = -0.0848 / -0.1607